1.
DFT (the ωB97M-V functional and the def2-TZVPD basis) results for a structure of composition C18H41OP3SeV in a non-equilibrium geometry.

Calculated values
Expectation value of S²: 1.07
E_LUMO (alpha / beta) (eV): -15.32 / -15.32
HOMO-LUMO gap (alpha / beta) (eV): 4.91 / 4.90
Highest occupied orbital energy (alpha / beta) (eV): -20.2 / -20.2

```
! wB97M-V def2-TZVPD RIJCOSX def2/J DEFGRID3
* xyz 4 2
V -0.29520 -0.67323 -0.87380
P -1.17065 -0.22449 1.30676
P 1.21470 -2.12958 0.03745
P -2.35073 -1.59960 -1.44972
H 0.83088 3.78489 1.97186
C -0.09982 3.78552 1.38042
C -1.30161 3.84718 2.20076
H -1.22469 3.87463 3.28406
C -0.06069 0.54402 2.53653
C -1.80861 -1.66911 2.26059
C -2.61521 0.89312 1.28913
C 2.83872 -1.45879 -0.45919
C 1.52694 -2.54991 1.78104
C 1.14905 -3.76705 -0.76930
C -3.07427 -0.27650 -2.49343
C -3.77193 -2.10902 -0.42463
C -2.24376 -3.01078 -2.60713
H -0.02241 4.49995 0.54435
H -2.25517 4.08440 1.73447
H -0.34657 1.59391 2.67985
H 0.99183 0.50497 2.22382
H -0.15341 0.01232 3.49110
H -1.54293 -2.62112 1.78625
H -2.90106 -1.60449 2.33159
H -1.38489 -1.64377 3.27212
H -2.29975 1.89911 1.60075
H -3.37089 0.51643 1.99146
H -3.06347 0.96365 0.28934
H 3.50207 -2.30944 -0.66016
H 3.23292 -0.84923 0.36790
H 2.75273 -0.84122 -1.36448
H 2.06088 -3.50915 1.80643
H 0.58914 -2.64880 2.33882
H 2.14526 -1.76219 2.23326
H 1.97616 -3.84611 -1.48628
H 0.19808 -3.90840 -1.29828
H 1.25173 -4.53735 0.00626
H -3.92626 -0.71109 -3.02935
H -2.33813 0.09605 -3.21770
H -3.41794 0.55929 -1.87204
H -4.55595 -2.49246 -1.09146
H -4.17015 -1.26641 0.15241
H -3.46536 -2.90431 0.26445
H -3.25432 -3.21750 -2.98536
H -1.86599 -3.89518 -2.07919
H -1.57436 -2.78231 -3.44665
C 0.83955 1.22325 -2.91744
C 0.05217 2.20669 -2.30144
C 0.50101 3.53685 -2.30753
C 1.69786 3.87597 -2.94874
C 2.45755 2.89099 -3.60194
C 2.02577 1.56162 -3.59551
Se 0.39957 -0.73548 -2.85137
H -0.13221 2.63204 0.80643
H -0.89785 1.93816 -1.81676
H -0.09525 4.30547 -1.80655
H 2.03648 4.91265 -2.94458
H 3.38076 3.15775 -4.11913
H 2.60339 0.77849 -4.08807
C 4.25902 0.37097 3.46799
O 3.44056 0.46251 2.30339
H 5.32040 0.23100 3.21685
H 3.91090 -0.50603 4.02015
H 4.16519 1.25649 4.11316
H 3.70016 1.25976 1.81601
*
```

=====

2.
DFT (the ωB97M-V functional and the def2-TZVPD basis) results for a structure of composition C18H42AlBN2O6 in a non-equilibrium geometry.

Calculated values
E_LUMO (eV): -1.66
HOMO-LUMO gap (eV): 5.76
Highest occupied orbital energy (eV): -7.4

```
! wB97M-V def2-TZVPD RIJCOSX def2/J DEFGRID3
* xyz 0 1
C -5.06429 1.02167 -2.21004
C -3.80511 0.61975 -2.51643
C -2.83945 0.09015 -1.49248
C -3.47616 -1.07999 -0.69615
C -3.02646 -1.28018 0.75264
C -1.68385 -2.03432 0.88720
C -1.72083 -3.05324 2.02233
O -0.77745 -4.10389 1.82588
C 0.49932 -3.86357 2.37620
O -1.75388 -0.53668 -2.22857
Al -0.20790 0.13546 -1.62057
C 1.26451 -1.16782 -1.15378
C 1.81826 -0.98144 0.27588
C 2.07541 0.48283 0.68431
C 3.57574 0.85024 0.81856
C 3.99525 1.24882 2.23388
C 3.11391 2.33152 2.85590
O 2.32883 1.76734 3.92223
C 2.73492 2.20283 5.19715
N 0.43676 1.30570 -2.94723
C 1.88244 1.31305 -3.19207
C 2.30088 0.29732 -4.26440
O -0.94539 0.84933 -0.13889
C -2.18573 1.26360 -0.70839
B -3.07899 2.22202 0.18831
N -3.12101 2.09182 1.61993
O -3.84400 3.21084 -0.44414
H -5.44596 1.98858 -2.52427
H -5.73837 0.41849 -1.60956
H -3.49194 0.65583 -3.55764
H -4.56539 -1.04177 -0.72141
H -3.20339 -1.98597 -1.23510
H -2.98576 -0.35276 1.31914
H -3.78264 -1.90307 1.24216
H -1.46258 -2.51634 -0.06524
H -0.89835 -1.31527 1.11212
H -2.69521 -3.53857 2.08123
H -1.53715 -2.53815 2.96949
H 0.54594 -2.94122 2.95919
H 0.76318 -4.69735 3.02932
H 1.25375 -3.78296 1.58913
H 0.83556 -2.18742 -1.19625
H 2.11581 -1.18572 -1.84175
H 2.78733 -1.49130 0.31392
H 1.20956 -1.49751 1.01456
H 1.62495 1.19597 -0.00482
H 1.58393 0.64386 1.64412
H 4.19566 0.04468 0.42375
H 3.76872 1.71585 0.17853
H 5.00697 1.66256 2.15776
H 4.08510 0.38591 2.89211
H 3.70391 3.14829 3.27120
H 2.38555 2.71824 2.14410
H 2.37136 3.21950 5.38895
H 3.82310 2.19643 5.30529
H 2.29166 1.55860 5.95288
H 0.11347 2.25521 -2.81949
H 2.49199 1.19461 -2.28801
H 2.15043 2.29876 -3.58263
H 2.78911 -0.59068 -3.85573
H 1.44582 0.01278 -4.88323
H 3.02815 0.75199 -4.93922
H -1.87744 1.93831 -1.54332
H -3.84101 2.66716 2.03633
H -2.21485 2.27834 2.03083
H -3.26928 3.87685 -0.82285
O 0.75862 -2.61461 -3.86346
H 0.38649 -3.40407 -3.42498
H 0.34678 -1.80027 -3.49302
H 0.65071 -2.64498 -4.83139
*
```

=====

3.
DFT (the ωB97M-V functional and the def2-TZVPD basis) results for a cluster of 7 separate species, C18H42Cl4N3O18 in total in a non-equilibrium geometry.

Calculated values
E_LUMO (eV): 4.95
HOMO-LUMO gap (eV): 6.07
Relative energy (zero: lowest compared OMol25 entry of this formula, charge and spin) (kcal/mol): 0.0
Highest occupied orbital energy (eV): -1.1

```
! wB97M-V def2-TZVPD RIJCOSX def2/J DEFGRID3
* xyz -3 1
N -12.22025 12.49197 2.24918
H -11.98245 12.72583 1.27340
H -12.96678 11.77705 2.32118
H -12.65030 13.26607 2.78371
H -11.43128 12.20303 2.82459
Cl -15.42431 15.64867 3.31181
O -16.23633 15.94452 2.15248
O -14.34337 14.81147 2.85712
O -14.88772 16.79913 3.99493
O -16.23505 14.95203 4.27601
Cl -14.44812 11.24883 5.69621
O -14.25370 12.59758 6.18443
O -13.60868 10.37699 6.45628
O -15.83678 10.84901 5.82028
O -14.03082 11.23726 4.31165
Cl -13.43940 14.58644 -1.77410
O -12.11562 14.85626 -2.30644
O -13.41562 14.55512 -0.35134
O -14.37649 15.58122 -2.22828
O -13.88147 13.27814 -2.21323
Cl -15.17471 10.07707 0.96041
O -15.62124 9.62262 -0.33593
O -13.77092 9.77849 1.12521
O -15.38643 11.50001 1.06251
O -15.91962 9.39891 2.00152
C -9.53277 12.27160 7.14768
C -8.91098 12.07612 5.77577
C -7.43897 11.57566 5.87900
C -7.13912 10.05910 5.95645
C -8.08742 9.21157 5.10982
C -9.53756 9.64176 5.13688
N -9.66190 11.10528 4.94980
O -10.99342 11.53599 4.86919
C -10.31297 8.97627 3.99084
C -10.17090 9.16167 6.47611
C -8.82529 13.35945 4.91110
H -8.84994 12.82323 7.80501
H -9.70056 11.34614 7.69258
H -10.46898 12.83082 7.14078
H -6.97015 11.84105 4.92133
H -6.83498 12.15805 6.57816
H -7.26265 9.77947 7.01062
H -6.10052 9.83550 5.70982
H -8.06567 8.21753 5.57370
H -7.63001 9.02817 4.13301
H -11.35220 9.30187 4.04234
H -9.88405 9.23384 3.03038
H -10.29213 7.89931 4.16936
H -10.34060 8.08381 6.45736
H -9.53146 9.31149 7.34953
H -11.09656 9.70790 6.65487
H -9.13716 13.16578 3.88575
H -7.85931 13.86116 4.93313
H -9.60170 14.05900 5.24257
H -11.45108 11.22959 5.67378
C -7.90873 11.86453 -0.78233
C -8.45644 11.99469 0.65041
C -7.35457 12.03441 1.68264
C -6.54204 13.32483 1.56330
C -7.54714 14.49629 1.75848
C -8.81464 14.58498 0.82386
N -9.29017 13.18823 0.81618
O -10.44925 13.10212 -0.01889
C -9.84856 15.42455 1.56715
C -8.46691 15.23902 -0.50417
C -9.34865 10.79600 0.97820
H -7.35900 12.71773 -1.18530
H -8.75160 11.59816 -1.41778
H -7.09584 11.12927 -0.84702
H -7.77208 12.02588 2.69204
H -6.74155 11.13646 1.55634
H -6.02385 13.49190 0.61809
H -5.80754 13.17644 2.36097
H -6.97198 15.38803 1.47230
H -7.82351 14.61704 2.80154
H -10.86971 15.35045 1.16965
H -10.00004 15.16677 2.61679
H -9.71293 16.50743 1.48391
H -7.76977 14.63655 -1.09370
H -9.31683 15.27204 -1.19612
H -8.09628 16.24384 -0.32117
H -10.10591 10.64283 0.20962
H -9.89413 10.99505 1.89867
H -8.73257 9.91111 1.14300
H -10.23057 13.62364 -0.80468
*
```

=====

4.
DFT (the ωB97M-V functional and the def2-TZVPD basis) results for a structure of composition C18H42Cl4N6O6Zr in a non-equilibrium geometry.

Calculated values
E_LUMO (eV): 0.24
HOMO-LUMO gap (eV): 9.03
Highest occupied orbital energy (eV): -8.8

```
! wB97M-V def2-TZVPD RIJCOSX def2/J DEFGRID3
* xyz 0 1
Zr -0.06187 -0.41750 -0.19970
Cl 0.12892 2.15427 0.10187
Cl -0.28646 -2.31793 -1.90707
Cl 2.39368 -0.85183 0.57907
Cl -2.78663 -0.56613 0.30638
C 1.51484 0.02222 -4.56932
C 1.88095 0.78464 -3.28647
O 1.46428 0.45074 -2.14869
N 2.74295 1.77982 -3.47007
C 3.55539 2.33592 -2.37067
H 2.44364 -0.48392 -4.83246
H 1.23762 0.81399 -5.26528
H 0.68060 -0.66706 -4.43874
H 2.99903 2.07429 -4.40163
H 3.38441 2.09645 -1.32114
H 3.60820 3.41959 -2.47540
H 4.60980 2.12393 -2.54782
C -1.19439 -0.71615 4.21943
C -0.30721 0.19565 3.40529
O -0.18518 0.00785 2.18074
N 0.40460 1.07288 4.13326
C 1.60245 1.85386 3.67261
H -1.87564 -0.21396 4.90630
H -0.69613 -1.65551 4.45911
H -1.91477 -1.02951 3.46382
H -0.00772 1.37868 5.00307
H 1.96077 1.58267 2.67955
H 2.30084 1.78999 4.50703
H 1.44504 2.93157 3.62936
C -2.30622 -0.09566 -4.17780
C -1.60457 0.97672 -3.27039
O -1.15588 0.68846 -2.10875
N -1.36836 2.15863 -3.90027
C -0.96078 3.35646 -3.30275
H -2.41780 -1.03490 -3.63605
H -1.76527 -0.16321 -5.12167
H -3.31233 0.28884 -4.34515
H -1.43374 2.21582 -4.90652
H -0.70960 4.10510 -4.05411
H -0.00588 3.07426 -2.85931
H -1.64529 3.69490 -2.52493
C -6.19810 5.79770 1.29365
C -5.09543 4.92978 0.62549
O -4.83019 5.02673 -0.53323
N -4.35115 4.19954 1.44892
C -2.94953 3.73894 1.16942
H -6.69624 6.28697 0.45665
H -5.88066 6.43424 2.11957
H -6.73080 4.93812 1.70042
H -4.51967 4.35650 2.43232
H -3.11056 2.69347 1.43238
H -2.24855 3.94088 1.97932
H -2.58671 3.74875 0.14162
C 0.83717 -3.83676 2.69125
C -0.48347 -3.33852 2.03445
O -0.36239 -2.41817 1.15603
N -1.59421 -4.03367 2.27958
C -2.74149 -4.02958 1.38351
H 0.67182 -4.56269 3.48736
H 1.31691 -2.98050 3.16533
H 1.51320 -4.26191 1.94942
H -1.63987 -4.65704 3.07293
H -3.22498 -5.00529 1.43166
H -2.50004 -3.82156 0.34114
H -3.45610 -3.22696 1.56579
C 6.20378 -3.71640 1.01933
C 5.12412 -4.49217 0.24024
O 5.50994 -5.48443 -0.38738
N 3.86928 -3.98852 0.15350
C 2.84712 -4.36374 -0.84070
H 7.19519 -4.15072 0.89056
H 6.02465 -3.54765 2.08118
H 6.32291 -2.74809 0.53323
H 3.75589 -3.22593 0.80595
H 3.05957 -4.01461 -1.85118
H 1.91655 -3.96147 -0.44033
H 2.67589 -5.44019 -0.83393
*
```

=====

5.
DFT (the ωB97M-V functional and the def2-TZVPD basis) results for a cluster of 6 separate species, C18H42Cl6O8 in total in a non-equilibrium geometry.

Calculated values
SMILES string: ClC(Cl)Cl.ClC(Cl)Cl.COCCOC.COCCOC.COCCOC.COCCOC
E_LUMO (eV): 0.59
HOMO-LUMO gap (eV): 10.16
Relative energy (zero: lowest compared OMol25 entry of this formula, charge and spin) (kcal/mol): 41.8
Highest occupied orbital energy (eV): -9.6

```
! wB97M-V def2-TZVPD RIJCOSX def2/J DEFGRID3
* xyz 0 1
Cl 1.37544 -4.61916 3.45481
C 1.76860 -4.89900 1.73603
Cl 2.88643 -6.28103 1.66729
Cl 2.32285 -3.40828 1.10338
H 0.79337 -5.15876 1.20506
Cl 1.32477 0.05455 2.93556
C 1.67864 0.33805 1.23980
Cl 1.75293 2.08358 0.79215
Cl 0.50371 -0.44348 0.14515
H 2.65080 -0.00711 0.83430
C -3.44429 1.77571 -2.78917
O -2.98154 0.39947 -2.63575
C -2.60643 0.13226 -1.30018
C -2.31172 -1.32099 -1.05922
O -1.06250 -1.67426 -1.59288
C -0.62028 -2.95453 -1.24013
H -3.69848 1.87256 -3.83043
H -2.70318 2.42338 -2.43821
H -4.37863 1.91402 -2.17822
H -3.36650 0.53531 -0.60996
H -1.70381 0.62025 -1.09472
H -3.13373 -1.92766 -1.56054
H -2.38120 -1.56571 -0.01373
H 0.25499 -3.32095 -1.81480
H -1.38679 -3.77915 -1.37587
H -0.39497 -2.96200 -0.20756
C 2.46434 4.38853 -3.03300
O 1.43669 5.25330 -2.76160
C 0.22137 4.60191 -2.43026
C -0.86699 5.41465 -3.12611
O -2.17138 5.03403 -2.60185
C -3.11244 5.37667 -3.55779
H 3.32237 4.97227 -3.45936
H 2.31543 3.52069 -3.73004
H 2.79049 4.03392 -2.07904
H 0.03445 4.50547 -1.37213
H 0.04931 3.52644 -2.72872
H -0.88352 5.20908 -4.21256
H -0.63108 6.54117 -3.04623
H -3.09543 6.40709 -3.71498
H -4.10980 5.18605 -3.07863
H -2.96353 4.87182 -4.55794
C 5.33311 -1.37732 0.70808
O 4.67243 -0.35426 -0.07803
C 5.32158 -0.02772 -1.32990
C 4.28009 0.60525 -2.27107
O 3.50390 -0.40244 -2.74803
C 2.50056 0.10834 -3.59268
H 4.86803 -1.66250 1.59167
H 6.31795 -0.91657 0.96535
H 5.71609 -2.21415 0.10484
H 5.68679 -0.87260 -1.84898
H 6.11883 0.61953 -1.07465
H 4.82570 1.17437 -3.06330
H 3.69304 1.32563 -1.65214
H 2.49736 -0.57583 -4.45869
H 2.70506 1.17194 -3.79048
H 1.55008 0.07139 -3.04382
C -1.71567 -2.07948 3.62220
O -1.10669 -1.88041 4.80049
C -1.43101 -2.88142 5.74825
C -2.79282 -2.83353 6.34337
O -3.79362 -3.10916 5.38674
C -5.08741 -3.02060 5.81203
H -1.08404 -1.44871 2.93031
H -2.67922 -1.65010 3.69832
H -1.71749 -3.21637 3.31895
H -0.71870 -2.83750 6.65153
H -1.24117 -3.93034 5.44703
H -2.97144 -1.80001 6.80234
H -2.86123 -3.54161 7.13246
H -5.45839 -2.00374 6.09876
H -5.17893 -3.64465 6.84103
H -5.69155 -3.46558 5.06607
*
```

=====

6.
DFT (the ωB97M-V functional and the def2-TZVPD basis) results for a structure of composition C18H42CuN3OP2S in a non-equilibrium geometry.

Calculated values
Expectation value of S²: 0.76
E_LUMO (alpha / beta) (eV): -2.39 / -2.74
HOMO-LUMO gap (alpha / beta) (eV): 6.88 / 7.85
Relative energy (zero: lowest compared OMol25 entry of this formula, charge and spin) (kcal/mol): 0.0
Highest occupied orbital energy (alpha / beta) (eV): -9.3 / -10.6

```
! wB97M-V def2-TZVPD RIJCOSX def2/J DEFGRID3
* xyz 1 2
Cu 0.04277 -0.05111 -0.14774
P 0.06493 -1.99387 -1.39387
P 0.23296 2.16544 0.36870
N 0.46299 0.84475 -2.30276
C 0.96505 -1.52404 -2.93667
H 1.85734 -2.15894 -3.04613
H 0.31011 -1.73330 -3.79235
C 1.38254 -0.05189 -3.01916
H 2.38673 0.08714 -2.59405
H 1.45354 0.27426 -4.07306
C 0.80429 2.30446 -2.36504
H -0.09494 2.84825 -2.70481
H 1.59575 2.44167 -3.11481
C 1.28242 2.80378 -1.00729
H 1.30921 3.89968 -0.98956
H 2.30318 2.44199 -0.81917
C 1.07400 2.94718 1.81709
C 2.16044 2.02361 2.38000
H 2.96624 1.85133 1.65581
H 1.74578 1.05560 2.71626
H 2.61308 2.51882 3.25699
C -1.31221 3.14251 0.07426
C -2.42154 2.68249 1.03202
H -3.38514 2.74907 0.50865
H -2.48327 3.32281 1.92083
H -2.30070 1.63514 1.34859
C -1.55606 -2.65708 -1.99197
C -2.29526 -3.43466 -0.89528
H -3.33860 -3.56297 -1.21748
H -2.29978 -2.89909 0.06327
H -1.87654 -4.44099 -0.75452
C 1.03773 -3.42338 -0.73455
C 0.59488 -3.79519 0.68919
H 1.37945 -4.42312 1.13455
H -0.33803 -4.37431 0.69432
H 0.45551 -2.91524 1.33361
C 1.74565 -0.44178 0.28866
O 2.83561 -0.69884 0.59118
C -1.06060 4.66368 0.08221
H -0.03525 4.94824 0.36214
H -1.24637 5.07077 -0.92112
H -1.75632 5.16664 0.76610
C -1.48762 -3.44552 -3.31500
H -2.18957 -4.29028 -3.28009
H -1.79670 -2.79640 -4.14475
H -0.49439 -3.84898 -3.54855
C 1.11900 -4.65490 -1.63829
H 1.77892 -5.38290 -1.14621
H 0.14466 -5.13912 -1.78639
H 1.56296 -4.42736 -2.61491
C 0.10979 3.39259 2.91725
H -0.48037 2.54981 3.31054
H 0.70495 3.80195 3.74657
H -0.56636 4.19372 2.60239
H 1.58740 3.84497 1.43112
H 2.05268 -2.99747 -0.66803
H -1.60400 2.83228 -0.94355
H -2.12843 -1.73262 -2.18210
H -0.50122 0.70283 -2.61325
H -1.39919 0.16817 -0.82696
N 0.60981 -0.77051 3.99610
C -0.60410 -0.30750 3.61262
N -1.19288 0.58322 4.45744
S -1.33268 -0.77002 2.15729
H 0.92967 -0.61928 4.95431
H 0.95840 -1.60710 3.53167
H -2.18495 0.76221 4.30843
H -0.85736 0.64868 5.41931
*
```